(1)
This record from OMol25 describes a structure of composition C27H36CdN4O7PSTe in a non-equilibrium geometry. The level of theory is ωB97M-V with the def2-TZVPD basis set.

## Properties
* LUMO level: -0.1460 Ha
* energy above the lowest of the compared OMol25 structures with the same formula, charge and spin: 32.02 kcal/mol
* net charge: +1
* E: -80853.8971 eV
* gap between HOMO and LUMO: 0.1629 Eh

Each line ends with the Löwdin charge.
Geometry (Å):
Cd1 0.570 0.589 -0.531  1.419
O1 -2.842 -0.768 7.168  0.085
C1 -2.081 0.354 6.775  -0.431
O2 -2.050 1.367 7.448  0.135
C2 -1.331 0.160 5.554  -0.145
C3 -1.232 1.227 4.651  -0.005
C4 -0.580 1.101 3.467  -0.034
C5 0.122 -0.068 3.168  -0.270
C6 -0.096 -1.206 3.978  0.009
C7 -0.824 -1.097 5.176  0.007
N1 0.844 -0.079 1.954  0.052
C8 1.981 -0.756 1.938  -0.050
C9 2.978 -0.661 0.864  -0.261
C10 4.167 -1.405 0.905  0.021
C11 5.178 -1.212 -0.067  -0.009
C12 4.916 -0.446 -1.206  -0.009
C13 3.640 0.167 -1.276  -0.066
N2 2.722 0.083 -0.244  0.005
H1 -2.872 -1.437 6.459  0.102
H2 -1.570 2.189 5.046  0.138
H3 -0.590 1.934 2.768  0.109
H4 0.310 -2.146 3.564  0.125
H5 -0.856 -1.930 5.821  0.112
H6 2.367 -1.236 2.865  0.145
H7 4.359 -2.033 1.710  0.096
H8 6.032 -1.851 -0.009  0.111
H9 5.558 -0.294 -2.093  0.128
H10 3.360 0.841 -2.100  0.106
C14 1.333 2.010 -5.014  0.021
C15 0.939 2.196 -3.565  -0.454
O3 0.996 1.249 -2.737  -0.094
N3 0.504 3.477 -3.279  0.063
C16 -0.309 3.783 -2.146  -0.133
C17 0.449 4.010 -0.829  -0.229
C18 0.578 5.322 -0.271  0.044
C19 1.312 5.349 0.976  -0.025
C20 1.655 4.187 1.631  -0.060
C21 1.465 2.991 0.988  -0.175
N4 0.854 2.897 -0.188  0.023
H11 1.960 1.123 -5.122  0.094
H12 1.756 2.887 -5.481  0.082
H13 0.351 1.779 -5.462  0.107
H14 0.416 4.149 -4.082  0.173
H15 -0.969 2.951 -1.896  0.101
H16 -0.832 4.719 -2.392  0.133
H17 0.089 6.178 -0.740  0.116
H18 1.560 6.303 1.362  0.100
H19 1.987 4.160 2.687  0.130
H20 1.824 2.077 1.485  0.084
C22 -1.732 -2.004 -5.113  -0.125
C23 -2.285 -2.492 -3.799  -0.263
O4 -1.610 -1.824 -2.673  -0.328
P1 -0.320 -2.568 -2.059  0.066
O5 0.065 -1.804 -0.794  -0.495
Te1 1.327 -3.107 -3.686  0.353
O6 -0.877 -4.072 -1.793  -0.388
C24 0.034 -5.057 -1.092  -0.266
C25 -0.749 -5.583 0.110  -0.088
H21 -2.424 -1.999 -5.913  0.062
H22 -0.973 -2.729 -5.401  0.001
H23 -1.398 -1.009 -5.049  0.054
H24 -2.091 -3.601 -3.649  0.115
H25 -3.369 -2.317 -3.619  0.122
H26 1.017 -4.580 -0.819  0.095
H27 0.162 -5.801 -1.853  0.092
H28 -1.185 -4.782 0.699  0.055
H29 -0.121 -6.147 0.815  0.075
H30 -1.654 -6.167 -0.257  0.100
C26 -3.742 1.452 1.239  -0.216
S1 -3.119 0.629 -0.254  0.886
C27 -2.969 -1.160 0.247  -0.186
O7 -1.710 1.121 -0.350  -0.678
H31 -3.159 1.041 2.030  0.023
H32 -4.824 1.301 1.384  0.079
H33 -3.539 2.441 0.955  0.028
H34 -3.776 -1.753 -0.230  0.074
H35 -3.055 -1.146 1.341  0.051
H36 -2.020 -1.464 -0.092  -0.026



(2)
This record from OMol25 describes a cluster of 2 separate species, C7H13NSi in total in a non-equilibrium geometry. The level of theory is ωB97M-V with the def2-TZVPD basis set.

## Properties
* LUMO level (alpha / beta): -0.0228 / 0.0026 Ha
* energy above the lowest of the compared OMol25 structures with the same formula, charge and spin: 152.97 kcal/mol
* E: -16832.1411 eV
* gap between HOMO and LUMO (alpha / beta): 0.2749 / 0.2751 Eh

Each line ends with the Löwdin charge.
Geometry (Å):
C1 2.834 -0.324 0.783  -0.341
C2 1.245 1.310 3.121  -0.031
C3 0.405 0.672 2.287  -0.249
C4 -0.299 0.935 -2.563  -0.278
C5 -1.254 -2.109 0.519  -0.158
C6 0.798 1.626 -1.848  -0.125
C7 0.274 -1.888 0.286  -0.368
N1 3.989 -0.329 0.840  0.076
Si1 1.021 -0.231 0.726  0.708
H1 0.720 1.860 3.820  0.032
H2 2.218 1.241 3.150  -0.006
H3 -0.690 0.630 2.172  0.049
H4 -1.253 0.941 -2.040  0.035
H5 -0.652 1.663 -3.474  0.110
H6 -0.062 -0.112 -3.034  0.093
H7 -1.796 -1.142 0.080  0.112
H8 -1.557 -3.037 0.123  0.045
H9 -1.344 -2.206 1.547  0.030
H10 0.587 2.612 -1.416  0.034
H11 1.879 1.284 -2.264  0.091
H12 0.396 -1.867 -0.926  0.113
H13 0.719 -2.701 0.734  0.028



(3)
This record from OMol25 describes a cluster of 2 separate species, C3H3NO2 in total in a non-equilibrium geometry. The level of theory is ωB97M-V with the def2-TZVPD basis set.

## Properties
* LUMO level: -0.0069 Ha
* energy above the lowest of the compared OMol25 structures with the same formula, charge and spin: 123.30 kcal/mol
* structure (SMILES): N#CC1=CO1.O
* E: -8739.7842 eV
* gap between HOMO and LUMO: 0.3241 Eh

Each line ends with the Löwdin charge.
Geometry (Å):
C1 -0.909 0.368 1.305  -0.201
C2 1.584 -0.211 0.674  -0.014
C3 0.374 -0.001 1.078  -0.104
N1 -2.010 0.662 1.484  0.179
O1 1.515 -0.625 1.959  0.010
O2 -0.642 0.192 -2.050  -0.060
H1 2.348 -0.207 -0.065  0.129
H2 -0.973 0.016 -2.936  0.038
H3 -1.288 -0.194 -1.449  0.024



(4)
This record from OMol25 describes a structure of composition C27H26NOPSSiTi in a non-equilibrium geometry. The level of theory is ωB97M-V with the def2-TZVPD basis set.

## Properties
* LUMO level (alpha / beta): -0.1207 / -0.1423 Ha
* energy above the lowest of the compared OMol25 structures with the same formula, charge and spin: 30.89 kcal/mol
* net charge: +1
* E: -83070.8511 eV
* <S²>: 0.76
* gap between HOMO and LUMO (alpha / beta): 0.2616 / 0.2641 Eh
* 2S+1: 2

Each line ends with the Löwdin charge.
Geometry (Å):
Ti1 -0.649 0.721 -0.173  0.686
C1 0.860 5.918 0.476  -0.213
Si1 2.497 4.952 0.495  0.597
C2 3.523 5.326 2.055  -0.167
C3 3.508 5.255 -1.093  -0.167
C4 2.332 3.034 0.582  -0.223
C5 3.475 2.265 0.719  -0.051
C6 3.415 0.885 0.912  -0.032
C7 2.182 0.275 0.908  -0.121
N1 1.058 0.975 0.699  -0.161
C8 1.122 2.330 0.572  -0.691
S1 -0.461 3.008 0.378  0.766
H1 1.067 6.985 0.457  0.033
H2 0.254 5.720 1.356  0.018
H3 0.255 5.688 -0.397  0.008
H4 3.753 6.383 2.114  0.030
H5 4.468 4.791 2.055  0.024
H6 2.998 5.056 2.967  0.035
H7 3.755 6.305 -1.197  0.029
H8 2.967 4.961 -1.987  0.030
H9 4.446 4.707 -1.083  0.024
H10 4.440 2.745 0.683  0.110
H11 4.308 0.303 1.071  0.113
H12 2.063 -0.795 1.084  0.115
O1 -2.385 1.065 -0.891  -0.063
C9 -2.479 0.284 0.082  -0.346
C10 -3.367 -0.766 0.465  -0.210
C11 -4.751 -0.706 0.610  0.013
C12 -5.431 -1.852 0.980  -0.046
C13 -4.751 -3.050 1.160  -0.040
C14 -3.372 -3.122 1.002  -0.051
C15 -2.663 -1.975 0.695  -0.292
P1 -0.847 -1.806 0.471  1.120
C16 -0.265 -3.526 0.653  -0.376
C17 0.057 -4.321 -0.441  -0.076
C18 0.482 -5.622 -0.237  -0.063
C19 0.598 -6.126 1.049  -0.064
C20 0.297 -5.327 2.140  -0.068
C21 -0.128 -4.024 1.948  -0.105
C22 -0.832 -1.509 -1.364  -0.391
C23 0.141 -0.628 -1.907  -0.183
C24 0.004 -0.162 -3.220  -0.042
C25 -1.076 -0.562 -3.992  -0.038
C26 -1.993 -1.475 -3.484  -0.023
C27 -1.879 -1.932 -2.182  -0.062
H13 -5.269 0.227 0.451  0.128
H14 -6.499 -1.817 1.125  0.114
H15 -5.298 -3.940 1.426  0.115
H16 -2.853 -4.059 1.135  0.110
H17 -0.031 -3.923 -1.442  0.100
H18 0.722 -6.243 -1.086  0.111
H19 0.927 -7.144 1.198  0.112
H20 0.399 -5.720 3.141  0.112
H21 -0.363 -3.390 2.794  0.111
H22 1.103 -0.481 -1.392  0.113
H23 0.770 0.475 -3.650  0.125
H24 -1.192 -0.189 -4.996  0.117
H25 -2.804 -1.826 -4.100  0.120
H26 -2.610 -2.628 -1.792  0.124



(5)
This record from OMol25 describes a structure of composition C13H27N7O2ScSi2. The level of theory is ωB97M-V with the def2-TZVPD basis set.

## Properties
* LUMO level: -0.1497 Ha
* net charge: +1
* E: -64897.6247 eV
* gap between HOMO and LUMO: 0.2135 Eh

Each line ends with the Löwdin charge.
Geometry (Å):
Sc1 0.488 -0.847 -0.125  1.041
N1 -1.675 -0.434 1.085  0.064
N2 -2.301 -1.590 1.588  0.039
C1 -1.729 -2.785 1.342  -0.368
N3 -2.217 -3.896 1.858  0.248
N4 -0.666 -2.677 0.543  0.039
N5 0.234 -3.675 0.350  -0.403
O1 0.044 -4.823 0.658  0.138
O2 1.259 -3.236 -0.192  0.016
H1 -1.498 0.220 1.843  0.115
H2 -2.264 0.010 0.383  0.102
H3 -3.200 -1.523 2.039  0.172
H4 -2.979 -3.884 2.516  0.142
H5 -1.759 -4.770 1.638  0.118
C2 -0.483 -2.021 -3.007  -0.167
Si1 -1.037 -0.227 -2.873  0.389
C3 -2.838 -0.255 -2.317  -0.169
C4 -0.914 0.604 -4.533  -0.165
N6 -0.052 0.395 -1.588  -0.185
C5 0.318 1.732 -1.266  -0.294
C6 0.006 2.839 -2.041  -0.035
C7 0.429 4.112 -1.666  -0.088
C8 1.170 4.284 -0.512  -0.089
C9 1.483 3.184 0.281  -0.044
C10 1.059 1.913 -0.075  -0.295
N7 1.314 0.743 0.697  -0.194
Si2 1.962 0.631 2.300  0.384
C11 3.781 1.002 2.401  -0.156
C12 0.993 1.640 3.541  -0.156
C13 1.662 -1.202 2.692  -0.175
H6 -1.120 -2.569 -3.705  0.049
H7 -0.559 -2.578 -2.065  -0.007
H8 0.545 -2.103 -3.365  0.047
H9 -3.505 -0.564 -3.125  0.040
H10 -3.169 0.734 -1.987  0.037
H11 -2.993 -0.970 -1.499  0.009
H12 -1.331 -0.061 -5.294  0.041
H13 0.118 0.826 -4.807  0.046
H14 -1.481 1.535 -4.566  0.031
H15 -0.561 2.707 -2.952  0.086
H16 0.182 4.963 -2.286  0.105
H17 1.512 5.268 -0.223  0.105
H18 2.070 3.320 1.181  0.093
H19 3.988 2.041 2.141  0.033
H20 4.345 0.371 1.712  0.039
H21 4.163 0.832 3.409  0.040
H22 1.045 2.707 3.321  0.033
H23 1.381 1.493 4.551  0.041
H24 -0.065 1.363 3.555  0.020
H25 2.137 -1.894 1.986  0.026
H26 0.598 -1.449 2.791  0.013
H27 2.108 -1.439 3.661  0.052